Density functional theory data (wB97M-V/def2-TZVPD) for a molecular structure, C44H68N11O6ScSeSi.

Structure (ORCA input):
```
! wB97M-V def2-TZVPD RIJCOSX def2/J DEFGRID3
* xyz 0 1
Sc 0.2609 1.3793 -0.1867
O 2.1912 3.2345 -2.9747
C 2.0605 3.1180 -1.7809
O 0.9021 2.9838 -1.1512
C 3.2814 3.1089 -0.8699
C 2.9529 3.5420 0.5651
C 4.2359 3.8495 1.3401
C 4.7922 2.4246 1.5778
C 3.7253 1.5683 0.8999
O 2.5110 2.3061 1.1572
C 3.8421 1.6553 -0.6283
C 3.0407 0.5205 -1.2571
O 3.5296 -0.2162 -2.0836
O 1.8286 0.3891 -0.7689
H 4.0294 3.7457 -1.3390
H 2.1698 4.2885 0.6452
H 4.9106 4.4867 0.7680
H 4.0061 4.3506 2.2798
H 5.7765 2.2641 1.1383
H 4.8469 2.1871 2.6400
H 3.6344 0.5629 1.2833
H 4.8684 1.5492 -0.9729
C -1.7228 -1.7729 4.0639
N -1.0086 -2.3649 2.9524
C 0.0037 -3.3408 3.3085
C -0.7960 -1.5891 1.7805
N 0.2613 -0.9205 1.4834
C 1.3585 -0.9161 2.3714
C 1.2616 -0.2111 3.5429
C 2.3544 -0.0616 4.4195
C 3.5580 -0.6008 4.0872
C 3.7139 -1.3271 2.8754
C 5.0045 -1.7594 2.4870
C 5.1798 -2.3585 1.2727
C 4.0754 -2.6437 0.4554
C 2.7813 -2.3389 0.8374
N 1.6900 -2.7020 0.0667
C 1.6542 -3.8257 -0.5690
N 0.9632 -3.8840 -1.7507
C 0.2572 -5.0580 -2.2062
C 0.9163 -2.7285 -2.6277
N 2.1781 -5.0365 -0.1439
C 2.4570 -5.3023 1.2497
C 2.9345 -5.8678 -1.0653
C 2.5964 -1.5437 2.0204
N -1.7982 -1.6845 0.8666
C -1.5026 -1.5093 -0.5382
C -3.0513 -2.3409 1.1743
H -1.0383 -1.4580 4.8625
H -2.4376 -2.4835 4.4906
H -2.2801 -0.8969 3.7345
H -0.4818 -4.2303 3.7197
H 0.7234 -2.9637 4.0435
H 0.5462 -3.6353 2.4106
H 0.3133 0.2467 3.7781
H 2.2360 0.5011 5.3378
H 4.4255 -0.4623 4.7211
H 5.8434 -1.5553 3.1404
H 6.1732 -2.6289 0.9359
H 4.2266 -3.1169 -0.5068
H 0.7047 -5.4879 -3.1091
H -0.7756 -4.7888 -2.4494
H 0.2420 -5.8165 -1.4285
H 1.3959 -1.8743 -2.1563
H -0.1203 -2.4743 -2.8634
H 1.4301 -2.9475 -3.5691
H 1.8642 -4.6511 1.8866
H 3.5115 -5.1423 1.4934
H 2.1985 -6.3407 1.4722
H 2.9232 -5.4378 -2.0622
H 2.5369 -6.8853 -1.1157
H 3.9766 -5.9259 -0.7336
H -0.4497 -1.2661 -0.6689
H -2.1174 -0.7067 -0.9463
H -1.6903 -2.4586 -1.0611
H -2.9636 -3.4324 1.1596
H -3.7800 -2.0373 0.4230
H -3.4409 -2.0411 2.1436
C -2.6182 5.2532 2.0021
N -1.4093 4.5363 1.6433
C -0.7560 5.0298 0.4456
C -0.9690 3.4450 2.3253
N -0.2155 2.5326 1.7953
N -1.4451 3.3885 3.6343
C -1.1227 4.4979 4.5176
C -1.4865 2.1085 4.2989
H -3.2632 5.3213 1.1236
H -2.3911 6.2710 2.3351
H -3.1565 4.7323 2.7877
H -0.2605 5.9852 0.6537
H -1.5015 5.1947 -0.3343
H -0.0273 4.3261 0.0689
H 0.1685 1.9236 2.5147
H -1.0183 5.4177 3.9498
H -0.1807 4.3134 5.0490
H -1.9136 4.6353 5.2576
H -0.5458 1.8710 4.8124
H -1.7079 1.3300 3.5718
H -2.2795 2.1202 5.0493
C -1.1925 1.3643 -6.2678
N -1.7660 0.3335 -5.4250
C -1.4178 0.0891 -4.1271
Se -0.1901 1.0395 -3.1765
N -2.1710 -0.9759 -3.7404
C -3.0183 -1.3927 -4.7580
C -3.9705 -2.3917 -4.8345
C -4.6434 -2.5324 -6.0428
C -4.3668 -1.7005 -7.1281
C -3.4112 -0.6952 -7.0436
C -2.7460 -0.5598 -5.8388
H -0.4213 1.8762 -5.6991
H -1.9625 2.0785 -6.5614
H -0.7543 0.9129 -7.1581
H -2.1753 -1.2982 -2.7895
H -4.1848 -3.0327 -3.9897
H -5.3974 -3.3011 -6.1427
H -4.9098 -1.8364 -8.0534
H -3.1991 -0.0476 -7.8834
C -4.1652 2.3053 0.9451
Si -3.1959 1.9923 -0.6432
C -4.2598 0.8025 -1.6375
C -3.1178 3.5784 -1.6504
O -1.7368 1.4121 -0.2952
H -4.8421 3.1574 0.8326
H -3.5038 2.5108 1.7903
H -4.7748 1.4353 1.2067
H -5.2727 1.2167 -1.6849
H -4.3391 -0.1966 -1.1991
H -3.9032 0.7013 -2.6664
H -3.7442 3.4912 -2.5422
H -2.0944 3.7666 -1.9858
H -3.4649 4.4516 -1.0906
*
```

- Relative energy (zero: lowest compared OMol25 entry of this formula, charge and spin): 154.9 kJ/mol

Density functional theory data (wB97M-V/def2-TZVPD) for 5 unconnected molecules or ions with the total composition C44H69BrF12N2O15.

Structure (ORCA input):
```
! wB97M-V def2-TZVPD RIJCOSX def2/J DEFGRID3
* xyz 0 1
H 5.2521 -1.8974 -0.4028
N 4.8721 -2.4602 0.3684
C 3.8475 -1.8818 0.8768
C 3.2228 -2.6236 2.1050
C 3.2968 -0.5301 0.3724
C 2.1349 -0.6081 -0.7531
C 2.3488 0.8243 -1.4490
C 2.4575 2.0471 -0.4834
C 1.3110 2.2810 0.5626
C 1.8122 2.3467 2.0723
C 0.9075 3.2494 2.9760
N 1.1111 2.7845 4.3861
C 2.6255 -1.6445 -1.8268
C 2.2388 -3.1466 -1.8145
C 1.7197 -3.8498 -0.5264
Br 0.9475 -3.6130 -3.2920
O 0.9287 -0.7790 -0.0538
C -0.2772 -1.0757 -0.7082
C -0.7701 -0.1524 -1.8694
F -2.0731 -0.3936 -2.2619
F -0.0711 -0.5204 -3.0024
F -0.7210 1.1848 -1.6538
C -1.3739 -1.2970 0.4641
C -2.1880 0.0008 0.7679
C -3.4688 -0.2304 1.6815
C -4.1193 1.1027 2.1678
F -4.6292 0.8437 3.4364
F -3.2289 2.1349 2.3281
C -5.2373 1.6041 1.1745
F -4.9667 1.3664 -0.1399
F -5.2910 2.9801 1.3084
C -6.6952 1.0897 1.4796
F -7.1984 1.5649 2.6521
F -7.5014 1.6387 0.5016
C -6.9056 -0.4625 1.3732
F -8.2480 -0.7069 1.4809
F -6.5586 -0.9622 0.1618
F -6.3183 -1.1638 2.3709
O -0.5822 -1.8028 1.5644
C -0.4872 -1.0026 2.7149
O 0.5363 -1.5795 3.5425
C -2.2863 -2.5517 0.1715
C -2.5407 -3.1182 -1.1159
C -3.3714 -4.2944 -1.3049
C -3.9900 -4.9485 -0.1980
C -3.7274 -4.4254 1.1233
C -2.9036 -3.2771 1.2832
H 3.2760 -1.8797 2.9466
H 3.8392 -3.4929 2.4190
H 2.1490 -2.8599 1.9456
H 4.1651 0.0222 -0.0657
H 2.8310 0.0016 1.2317
H 3.3648 0.7164 -1.9216
H 1.6582 1.0136 -2.2962
H 2.4708 2.9571 -1.1466
H 3.4301 2.1243 0.0706
H 0.8702 3.3013 0.3794
H 0.4559 1.5761 0.5478
H 1.7503 1.3080 2.4999
H 2.8681 2.7124 2.0888
H -0.1621 3.1479 2.6856
H 1.2991 4.2948 2.9417
H 1.0654 3.5755 5.0304
H 2.0582 2.4167 4.4974
H 2.3475 -1.2302 -2.8343
H 3.7446 -1.5795 -1.8347
H 3.1471 -3.7245 -2.1239
H 2.6027 -4.2609 0.0276
H 1.1424 -4.7580 -0.8426
H 1.0417 -3.2669 0.1306
H -0.1797 -2.0946 -1.1745
H -1.5611 0.8491 1.1471
H -2.6536 0.4481 -0.1501
H -4.2168 -0.6949 0.9853
H -3.3136 -0.9681 2.4905
H -0.1400 0.0524 2.5463
H -1.3942 -0.9334 3.3647
H 0.0613 -2.1330 4.1819
H -2.0781 -2.7022 -2.0276
H -3.5149 -4.6776 -2.3347
H -4.6169 -5.8526 -0.3514
H -4.1840 -4.9237 2.0025
H -2.7315 -2.9275 2.3260
C -7.5151 -5.0965 8.0253
C -8.2068 -5.9380 6.9717
O -8.9416 -5.1145 6.0572
C -8.2147 -4.5259 5.1020
O -7.0246 -4.6378 4.9444
O -9.0351 -3.7746 4.3608
C -8.3713 -3.0252 3.3415
H -8.2314 -4.4375 8.5200
H -7.0401 -5.7315 8.7746
H -6.7501 -4.4594 7.5789
H -8.9338 -6.5961 7.4483
H -7.4986 -6.5732 6.4364
H -7.7475 -3.6685 2.7203
H -7.7768 -2.2333 3.7918
H -9.1350 -2.5736 2.7136
C 3.8563 -9.9743 -5.1274
C 3.0679 -8.7044 -4.8768
O 3.0519 -8.3763 -3.4819
C 4.1540 -7.7771 -3.0202
O 5.1290 -7.4882 -3.6661
O 3.9938 -7.5695 -1.7077
C 5.1353 -6.9983 -1.0656
H 3.4845 -10.7860 -4.4987
H 3.7826 -10.2731 -6.1741
H 4.9104 -9.8369 -4.8819
H 2.0289 -8.8545 -5.1714
H 3.4530 -7.8699 -5.4657
H 5.4633 -6.0924 -1.5746
H 5.9440 -7.7285 -1.0237
H 4.8453 -6.7389 -0.0491
C 2.1026 9.4396 -1.5610
C 2.3299 8.2799 -0.6131
O 1.0974 7.6034 -0.3205
C 0.6780 6.7501 -1.2579
O 1.2424 6.5040 -2.2936
O -0.4878 6.2304 -0.8570
C -1.0893 5.3518 -1.8085
H 1.3285 10.1052 -1.1729
H 3.0230 10.0078 -1.7013
H 1.7630 9.0885 -2.5366
H 2.7108 8.6536 0.3378
H 3.0708 7.5810 -1.0057
H -0.3937 4.5735 -2.1228
H -1.4439 5.9212 -2.6682
H -1.9432 4.8753 -1.3300
C 7.1169 11.0467 -4.6623
C 7.3404 9.8756 -3.7269
O 6.1115 9.1862 -3.4637
C 5.7112 8.3394 -4.4201
O 6.2903 8.1077 -5.4504
O 4.5446 7.8088 -4.0398
C 3.9578 6.9351 -5.0072
H 6.3312 11.6999 -4.2771
H 8.0340 11.6256 -4.7807
H 6.7951 10.7062 -5.6476
H 7.7034 10.2394 -2.7652
H 8.0932 9.1882 -4.1170
H 4.6605 6.1641 -5.3222
H 3.6092 7.5101 -5.8657
H 3.1010 6.4531 -4.5391
*
```

- SMILES string: [H]/N=C(/C)C[C@@](CCCCCN)(C[C@@H](C)Br)O[C@H](C(F)(F)F)[C@](CCC(F)(F)C(F)(F)C(F)(F)C(F)(F)F)(OCO)c1ccccc1.CCOC(=O)OC.CCOC(=O)OC.CCOC(=O)OC.CCOC(=O)OC

no.,Kohn-Sham gap (eV),strongest force on any atom (eV/A),HOMO energy (eV)
1,7.489,1.589,-7.025
2,9.803,3.386,-9.370